DFT (ωB97M-V/def2-TZVPD) results for a molecular structure, C41H35F9N2O2OsPS2 at a distorted geometry.

Summary:
DFT total energy	-108038.34256	eV
total charge	+1
LUMO energy (alpha / beta)	-3.46 / -5.41	eV
⟨S²⟩	6.03
maximum force	3.04	eV/Å
orbital gap (alpha / beta)	0.273 / 0.200	hartree
multiplicity	5

CARTESIAN COORDINATES (ANGSTROEM)
Os1 0.20050 0.58880 0.18110
C1 -3.67430 -1.56970 1.05340
C2 -2.20600 -1.32540 1.23360
N1 -1.47290 -1.14570 0.17380
N2 -1.98340 -1.34860 -1.03060
C3 -1.51370 -0.80610 -2.08290
S1 -0.29020 0.44020 -2.13970
S2 -1.99950 -1.35100 -3.67660
C4 -3.81140 -0.98260 -3.69350
C5 -3.98520 0.45490 -4.05290
C6 -3.84190 0.86210 -5.37580
C7 -3.97790 2.19580 -5.71230
C8 -4.24970 3.13680 -4.73140
C9 -4.37470 2.73930 -3.40910
C10 -4.23540 1.40480 -3.07080
C11 -1.61760 -1.35800 2.55240
C12 -2.28760 -2.07620 3.55560
C13 -1.79090 -2.20390 4.83230
C14 -0.58710 -1.58540 5.16470
C15 0.10470 -0.88030 4.21510
C16 -0.36520 -0.74250 2.88630
O1 0.38310 -0.05860 2.07920
H1 -4.03860 -0.95810 0.22990
H2 -4.24410 -1.33900 1.94680
H3 -3.82980 -2.61410 0.77810
H4 -4.20770 -1.23800 -2.71450
H5 -4.20800 -1.65220 -4.45430
H6 -3.62650 0.13000 -6.13910
H7 -3.86660 2.50270 -6.73950
H8 -4.37160 4.17380 -5.00210
H9 -4.57720 3.47200 -2.64200
H10 -4.34540 1.08480 -2.04310
H11 -3.20560 -2.58150 3.30380
H12 -2.32250 -2.78880 5.56400
H13 -0.19010 -1.67300 6.16260
H14 1.03850 -0.39850 4.45750
F1 8.67220 -1.35100 1.12710
C17 8.13930 -0.16950 1.48080
F2 8.23340 -0.08550 2.81270
F3 8.92870 0.77980 0.96580
C18 6.71360 -0.04600 1.00140
C19 5.67790 -0.57550 1.76130
C20 4.37530 -0.47420 1.30530
C21 4.11490 0.15070 0.08900
C22 5.15790 0.68180 -0.66530
C23 6.45760 0.58140 -0.21000
P1 2.42340 0.14280 -0.60230
C24 2.53800 1.45560 -1.87300
C25 2.49840 1.26890 -3.25030
C26 2.27340 2.35140 -4.08350
C27 2.07200 3.61130 -3.53770
C28 2.16380 3.81990 -2.16770
C29 2.39830 2.74070 -1.34080
C30 1.63750 4.73820 -4.43840
F4 1.85330 5.94470 -3.90660
F5 0.31200 4.65940 -4.67450
F6 2.24110 4.71430 -5.62900
C31 2.41700 -1.52150 -1.35990
C32 1.49850 -2.41870 -0.81590
C33 1.41880 -3.71280 -1.28450
C34 2.26730 -4.11320 -2.30850
C35 3.20370 -3.23910 -2.84090
C36 3.28660 -1.94200 -2.36110
C37 2.16490 -5.54130 -2.77910
F7 0.88550 -5.91320 -2.93600
F8 2.69550 -6.38310 -1.87680
F9 2.78920 -5.75940 -3.93700
H15 5.89680 -1.05380 2.70370
H16 3.55920 -0.87300 1.89280
H17 4.95730 1.18200 -1.60210
H18 7.27080 0.99420 -0.78600
H19 2.60040 0.28270 -3.67470
H20 2.22030 2.21300 -5.15240
H21 2.01210 4.80740 -1.76210
H22 2.46620 2.88420 -0.26810
H23 0.84480 -2.10140 -0.00980
H24 0.70840 -4.40930 -0.86730
H25 3.86500 -3.57210 -3.62550
H26 4.03200 -1.26750 -2.75490
C38 -1.34450 3.39420 -0.87590
C39 -1.77880 2.85020 0.50240
C40 -1.07000 3.65210 1.61470
C41 -3.30550 2.97400 0.65220
O2 -1.46230 1.51680 0.63780
H27 -1.39710 4.47790 -0.88620
H28 -1.99010 3.00070 -1.65850
H29 -0.31380 3.09540 -1.08920
H30 -1.23020 4.71460 1.46390
H31 0.00110 3.44120 1.59490
H32 -1.46590 3.36350 2.58380
H33 -3.59910 4.01770 0.64220
H34 -3.63100 2.52290 1.58710
H35 -3.78790 2.45380 -0.17130



DFT (ωB97M-V/def2-TZVPD) results for a molecular structure, C41H35N3O4STeV.

Summary:
DFT total energy	-99557.91531	eV
total charge	+1
LUMO energy (alpha / beta)	-3.53 / -3.39	eV
⟨S²⟩	2.01
maximum force	0.60	eV/Å
orbital gap (alpha / beta)	0.251 / 0.256	hartree
multiplicity	3

CARTESIAN COORDINATES (ANGSTROEM)
V1 -0.18889 -1.76984 0.52304
C1 5.26050 -0.47383 -4.26488
C2 4.47786 -1.17065 -3.18800
C3 5.11183 -1.62448 -2.02844
C4 4.39391 -2.24534 -1.02244
C5 3.01976 -2.40217 -1.18282
C6 2.36564 -1.97795 -2.32872
C7 3.10642 -1.36586 -3.32423
S1 2.14096 -3.09165 0.15150
O1 2.82104 -4.20446 0.72227
O2 0.73778 -3.34414 -0.33882
N1 1.85846 -1.85526 1.12934
C8 1.47624 -2.17986 2.44081
C9 2.27243 -2.53495 3.51927
C10 1.64870 -2.75277 4.72909
C11 0.26435 -2.61144 4.85192
C12 -0.46624 -2.26631 3.74359
N2 0.13895 -2.06424 2.56130
H1 6.30663 -0.77468 -4.24648
H2 5.22474 0.60768 -4.11786
H3 4.85399 -0.68658 -5.25244
H4 6.18120 -1.49701 -1.91747
H5 4.88452 -2.60761 -0.12847
H6 1.30282 -2.14144 -2.45050
H7 2.61014 -1.04199 -4.23104
H8 3.34106 -2.62742 3.38843
H9 2.23842 -3.03239 5.59211
H10 -0.23152 -2.77575 5.79720
H11 -1.54191 -2.15557 3.76728
C13 -5.14106 1.78719 -3.17387
C14 -4.24331 0.83335 -2.42828
C15 -4.48250 -0.54599 -2.42472
C16 -3.67432 -1.42234 -1.73552
C17 -4.00516 -2.89352 -1.76044
O3 -4.26037 -3.43762 -2.80868
C18 -4.02939 -3.64152 -0.46490
C19 -4.30366 -3.00256 0.73927
C20 -4.34946 -3.73036 1.91810
C21 -4.09931 -5.09775 1.89991
C22 -3.82382 -5.73822 0.69715
C23 -3.80194 -5.01230 -0.48326
C24 -2.54065 -0.96633 -1.05535
O4 -1.74970 -1.84770 -0.46797
C25 -2.26910 0.41605 -1.04475
C26 -3.14555 1.28337 -1.72814
C27 -1.11807 0.97895 -0.34843
N3 -0.21414 0.27965 0.28685
C28 0.94841 0.96278 0.90897
C29 2.12450 1.04149 -0.05415
Te1 3.92674 1.57010 0.97724
C30 3.11508 3.43850 1.55637
C31 3.01875 4.46439 0.62160
C32 2.44865 5.67798 0.98287
C33 1.98162 5.87329 2.27554
C34 2.08446 4.85300 3.21007
C35 2.65041 3.63426 2.85305
C36 -0.98356 2.46952 -0.37739
C37 -0.37212 3.09901 -1.45488
C38 -0.28537 4.48281 -1.48992
C39 -0.80951 5.23958 -0.45169
C40 -1.42165 4.61096 0.62392
C41 -1.51323 3.22811 0.66019
H12 -6.05255 1.29198 -3.50371
H13 -4.63799 2.18428 -4.05705
H14 -5.42132 2.63248 -2.54508
H15 -5.32973 -0.95013 -2.96775
H16 -4.50104 -1.93637 0.75293
H17 -4.59661 -3.23632 2.84976
H18 -4.13369 -5.66573 2.82061
H19 -3.63700 -6.80377 0.68102
H20 -3.60730 -5.49592 -1.43180
H21 -2.94249 2.34611 -1.70579
H22 1.23255 0.38907 1.78825
H23 0.68434 1.96194 1.24695
H24 1.94678 1.78481 -0.82965
H25 2.31120 0.07715 -0.52233
H26 3.40031 4.32389 -0.38230
H27 2.38314 6.47664 0.25494
H28 1.54851 6.82447 2.55734
H29 1.73155 5.00484 4.22217
H30 2.73168 2.84056 3.58477
H31 0.01372 2.50766 -2.27775
H32 0.18447 4.97045 -2.33410
H33 -0.74291 6.31902 -0.48160
H34 -1.83296 5.19721 1.43494
H35 -2.00418 2.73547 1.49197